[1]
112
Properties=species:S:1:pos:R:3 method="wB97M-V/def2-TZVPD" homo_lumo_gap_ev=9.16 e_tot_ev=-59910.3202 charge=0 smiles=CCCCB1OBOB(CCCc2ccccc2)O1.c1ccccc1.c1ccccc1.c1ccccc1.c1ccccc1.c1ccccc1.c1ccccc1 e_above_lowest_kcal_mol=91.4 homo_energy_ev=-8.842
C -3.122 -0.250 3.073
C -2.917 -0.808 1.559
C -2.605 0.467 0.617
C -1.006 0.682 0.387
B -0.597 2.173 0.871
O 0.526 2.849 0.202
B -0.159 3.881 -0.586
O -1.070 4.775 0.083
B -1.780 4.116 1.175
C -3.207 4.799 1.603
C -4.154 3.846 2.487
C -5.702 3.867 1.965
C -5.908 2.700 0.879
C -6.983 1.613 1.174
C -7.250 0.418 0.227
C -6.433 0.276 -1.101
C -5.400 1.384 -1.410
C -5.101 2.597 -0.457
O -1.266 2.957 1.893
H -2.772 0.841 3.167
H -2.468 -0.860 3.793
H -4.231 -0.293 3.341
H -3.884 -1.289 1.192
H -2.008 -1.517 1.517
H -3.044 0.225 -0.415
H -3.123 1.368 1.082
H -0.426 -0.152 0.908
H -0.813 0.643 -0.750
H 0.074 3.881 -1.742
H -3.768 5.085 0.649
H -2.923 5.711 2.249
H -4.172 4.302 3.552
H -3.786 2.775 2.612
H -6.332 3.556 2.879
H -6.030 4.895 1.600
H -7.616 1.671 2.128
H -8.042 -0.354 0.485
H -6.570 -0.593 -1.831
H -4.807 1.283 -2.392
H -4.330 3.387 -0.728
C 4.846 1.546 3.164
C 5.494 0.474 2.557
C 5.063 0.011 1.317
C 3.992 0.628 0.679
C 3.346 1.702 1.283
C 3.770 2.159 2.528
H 5.179 1.904 4.132
H 6.334 -0.003 3.052
H 5.564 -0.829 0.847
H 3.659 0.270 -0.290
H 2.510 2.181 0.783
H 3.263 2.993 3.001
C 0.759 -1.958 -3.060
C 0.371 -2.082 -1.730
C -0.662 -2.948 -1.383
C -1.300 -3.698 -2.366
C -0.909 -3.577 -3.696
C 0.117 -2.704 -4.044
H 1.562 -1.280 -3.331
H 0.873 -1.502 -0.962
H -0.969 -3.039 -0.346
H -2.102 -4.377 -2.095
H -1.406 -4.164 -4.462
H 0.418 -2.606 -5.082
C -8.549 4.377 -4.825
C -9.219 3.548 -5.720
C -9.369 2.194 -5.435
C -8.858 1.672 -4.250
C -8.192 2.502 -3.354
C -8.033 3.854 -3.643
H -8.430 5.432 -5.049
H -9.623 3.956 -6.640
H -9.885 1.546 -6.135
H -8.979 0.617 -4.026
H -7.795 2.095 -2.431
H -7.509 4.500 -2.947
C 8.043 4.660 1.087
C 9.388 5.014 1.028
C 10.371 4.039 1.161
C 10.010 2.707 1.345
C 8.666 2.353 1.401
C 7.682 3.329 1.276
H 7.276 5.421 0.986
H 9.669 6.051 0.878
H 11.419 4.316 1.122
H 10.777 1.947 1.445
H 8.384 1.314 1.542
H 6.634 3.053 1.325
C 3.237 -5.540 2.807
C 3.947 -4.563 3.500
C 3.759 -3.218 3.197
C 2.853 -2.849 2.208
C 2.140 -3.824 1.518
C 2.334 -5.170 1.814
H 3.386 -6.589 3.041
H 4.649 -4.852 4.276
H 4.318 -2.458 3.733
H 2.702 -1.799 1.975
H 1.432 -3.536 0.747
H 1.783 -5.930 1.272
C 5.012 -6.724 -0.312
C 5.658 -7.796 -0.919
C 5.229 -8.256 -2.160
C 4.158 -7.638 -2.799
C 3.513 -6.564 -2.193
C 3.937 -6.109 -0.947
H 5.344 -6.368 0.658
H 6.498 -8.274 -0.425
H 5.729 -9.096 -2.631
H 3.826 -7.993 -3.769
H 2.679 -6.080 -2.691
H 3.432 -5.276 -0.473

***

[2]
122
Properties=species:S:1:pos:R:3 method="wB97M-V/def2-TZVPD" homo_lumo_gap_ev="7.49 / 6.52" s2=6.030 spin_multiplicity=5 e_tot_ev=-289521.0477 charge=0 e_above_lowest_kcal_mol=2.9 homo_energy_ev="-7.556 / -7.527"
Os -1.969 -2.501 -1.481
C -3.721 -5.300 2.447
C -3.547 -3.831 2.681
C -2.475 -3.333 3.406
C -2.312 -1.971 3.617
C -1.183 -1.469 4.466
C -3.244 -1.082 3.073
C -4.363 -1.570 2.391
C -5.432 -0.645 1.896
C -4.490 -2.935 2.194
C -3.055 0.370 3.294
C -3.774 1.003 4.303
C -3.569 2.341 4.582
C -2.625 3.056 3.870
C -1.899 2.450 2.849
C -2.136 1.113 2.555
Ge -1.210 0.246 0.996
S -2.810 -0.846 -0.177
S -0.235 1.420 -0.708
Ge 1.198 -0.403 -0.671
S 0.406 -2.065 -1.851
S 0.678 -0.892 1.521
C 3.093 0.084 -1.138
C 3.345 0.654 -2.383
C 4.650 0.971 -2.740
C 5.697 0.715 -1.873
C 5.440 0.141 -0.644
C 4.140 -0.178 -0.263
C 3.924 -0.790 1.067
C 3.890 0.026 2.200
C 4.033 1.511 2.056
C 3.713 -0.554 3.446
C 3.592 -1.928 3.591
C 3.366 -2.546 4.938
C 3.665 -2.724 2.457
C 3.825 -2.175 1.195
C 3.876 -3.063 -0.013
C 2.252 0.901 -3.352
C 1.555 2.110 -3.356
C 1.938 3.236 -2.447
C 0.516 2.281 -4.261
C 0.177 1.294 -5.172
C -0.952 1.510 -6.139
C 0.927 0.124 -5.197
C 1.971 -0.080 -4.309
C 2.819 -1.311 -4.396
C -0.883 3.255 2.131
C -1.255 4.053 1.049
C -2.664 4.067 0.536
C -0.299 4.849 0.433
C 1.013 4.879 0.876
C 2.039 5.741 0.203
C 1.360 4.091 1.965
C 0.435 3.276 2.597
C 0.863 2.421 3.753
H -2.897 -5.869 2.871
H -3.780 -5.505 1.379
H -4.650 -5.647 2.901
H -1.748 -4.015 3.824
H -0.784 -2.273 5.080
H -1.517 -0.660 5.114
H -0.371 -1.090 3.845
H -5.034 0.349 1.705
H -6.223 -0.559 2.643
H -5.867 -1.033 0.978
H -5.339 -3.309 1.640
H -4.487 0.425 4.874
H -4.136 2.824 5.365
H -2.435 4.095 4.099
H 4.835 1.421 -3.706
H 6.709 0.965 -2.157
H 6.248 -0.074 0.039
H 3.286 1.900 1.362
H 5.017 1.766 1.659
H 3.909 2.006 3.017
H 3.668 0.079 4.321
H 3.526 -1.825 5.735
H 4.032 -3.393 5.091
H 2.340 -2.908 5.006
H 3.590 -3.798 2.557
H 4.191 -4.068 0.261
H 4.558 -2.666 -0.765
H 2.881 -3.130 -0.461
H 2.650 2.907 -1.695
H 1.060 3.633 -1.943
H 2.393 4.039 -3.027
H -0.033 3.211 -4.253
H -1.805 1.969 -5.640
H -1.267 0.573 -6.596
H -0.636 2.186 -6.935
H 0.707 -0.633 -5.935
H 2.421 -2.005 -5.131
H 2.869 -1.811 -3.430
H 3.835 -1.044 -4.684
H -3.241 3.239 0.939
H -2.665 3.997 -0.551
H -3.158 4.998 0.815
H -0.591 5.461 -0.409
H 1.627 6.210 -0.687
H 2.905 5.147 -0.085
H 2.381 6.527 0.878
H 2.376 4.119 2.333
H 1.633 2.924 4.335
H 1.280 1.481 3.384
H 0.025 2.187 4.405
N -1.900 -0.498 -3.267
N -2.861 -0.642 -4.284
C -3.179 -1.879 -4.703
N -4.206 -2.020 -5.545
N -2.396 -2.864 -4.270
N -2.512 -4.103 -4.736
O -3.144 -4.348 -5.749
O -1.910 -4.955 -4.109
H -1.950 0.428 -2.842
H -0.959 -0.617 -3.660
H -3.543 0.097 -4.386
H -4.883 -1.287 -5.671
H -4.408 -2.963 -5.870
O -1.086 -4.698 -1.569
H -1.421 -5.052 -2.424
H -0.132 -4.586 -1.693
Se -4.100 -3.335 -1.651

***

[3]
118
Properties=species:S:1:pos:R:3 method="wB97M-V/def2-TZVPD" homo_lumo_gap_ev="6.44 / 7.10" s2=8.873 spin_multiplicity=6 e_tot_ev=-217204.1939 charge=+3 homo_energy_ev="-15.948 / -15.960"
Mn 0.235 0.239 -0.763
C -5.794 -2.781 1.580
C -5.339 -3.200 0.173
C -6.469 -2.914 -0.835
C -5.049 -4.721 0.174
C -4.053 -2.436 -0.171
C -3.883 -1.702 -1.368
C -2.684 -1.035 -1.588
N -1.651 -1.029 -0.713
C -1.795 -1.745 0.438
C -2.978 -2.478 0.718
C -0.680 -1.700 1.357
C -0.575 -2.543 2.477
C 0.542 -2.440 3.313
C 1.515 -1.451 2.994
C 1.353 -0.653 1.890
N 0.314 -0.802 1.040
C 0.775 -3.382 4.499
C -0.486 -4.227 4.806
C 1.163 -2.568 5.754
C 1.947 -4.326 4.113
H -6.746 -3.267 1.857
H -5.947 -1.688 1.607
H -5.062 -3.021 2.369
H -7.365 -3.485 -0.545
H -6.184 -3.253 -1.850
H -6.727 -1.837 -0.892
H -5.941 -5.308 0.453
H -4.243 -4.972 0.880
H -4.728 -5.055 -0.821
H -4.663 -1.653 -2.117
H -2.536 -0.476 -2.509
H -3.072 -3.021 1.654
H -1.347 -3.276 2.678
H 2.413 -1.340 3.600
H 2.101 0.102 1.640
H -1.354 -3.577 5.036
H -0.311 -4.853 5.692
H -0.764 -4.876 3.963
H 0.432 -1.761 5.976
H 2.155 -2.092 5.642
H 1.218 -3.228 6.640
H 1.691 -4.916 3.217
H 2.194 -5.039 4.916
H 2.858 -3.759 3.865
C -0.649 4.160 -1.873
C -1.720 3.342 -1.201
As -0.937 2.182 0.263
C -0.423 3.530 1.574
C -1.352 4.467 2.016
C -0.989 5.427 2.978
C 0.302 5.439 3.517
C 1.226 4.465 3.084
C 0.853 3.511 2.150
C -2.541 1.527 1.180
C -2.330 0.983 2.448
C -3.406 0.459 3.166
C -4.695 0.464 2.613
C -4.888 1.004 1.332
C -3.810 1.510 0.596
As 0.920 3.138 -2.469
C 1.649 3.781 -4.121
C 3.054 3.824 -4.279
C 3.625 4.362 -5.438
C 2.802 4.847 -6.465
C 1.404 4.784 -6.318
C 0.829 4.251 -5.160
C 2.224 3.493 -1.109
C 2.588 4.841 -0.921
C 3.569 5.198 0.022
C 4.211 4.226 0.791
C 3.883 2.875 0.600
C 2.885 2.519 -0.306
H -0.301 4.978 -1.213
H -1.016 4.645 -2.792
H -2.173 2.614 -1.892
H -2.502 3.949 -0.725
H -2.371 4.448 1.619
H -1.746 6.133 3.312
H 0.587 6.180 4.254
H 2.234 4.447 3.484
H 1.492 2.657 1.962
H -1.329 0.964 2.866
H -3.230 0.048 4.163
H -5.541 0.055 3.164
H -5.873 1.008 0.869
H -3.939 1.852 -0.428
H 3.699 3.438 -3.494
H 4.703 4.429 -5.517
H 3.243 5.299 -7.349
H 0.750 5.155 -7.096
H -0.258 4.168 -5.075
H 2.133 5.639 -1.521
H 3.811 6.250 0.122
H 4.951 4.528 1.527
H 4.378 2.102 1.171
H 2.535 1.485 -0.364
O 0.192 0.449 -3.156
N 0.142 1.332 -2.226
C 3.961 -3.689 -4.919
C 4.535 -3.953 -3.489
C 3.659 -4.952 -2.671
C 4.930 -2.679 -2.740
N 3.737 -1.875 -2.378
C 2.712 -2.003 -1.486
N 2.026 -0.852 -1.422
N 2.686 0.018 -2.276
N 3.690 -0.535 -2.854
H 3.854 -4.635 -5.478
H 4.606 -3.000 -5.497
H 2.954 -3.234 -4.866
H 5.519 -4.431 -3.619
H 2.580 -4.696 -2.674
H 3.996 -5.011 -1.621
H 3.749 -5.955 -3.125
H 5.565 -2.017 -3.342
H 5.461 -2.942 -1.799
H 2.446 -2.880 -0.917